Record 1
Computed, not measured: 2 unconnected molecules or ions with the total composition C24H49FIO6P at a distorted geometry, with ωB97M-V/def2-TZVPD.

Geometry as XYZ:
```
82
C24H49FIO6P | OMol25 | ωB97M-V/def2-TZVPD
C -6.845 -0.563 -1.619
C 2.581 4.750 5.019
H 5.772 2.151 -1.975
C -0.423 1.875 0.106
H -4.788 -2.584 -1.208
H 6.603 -1.534 -0.571
H 2.917 0.833 -1.823
H 1.409 1.109 0.950
C -3.633 -0.776 1.579
H -3.838 1.330 1.029
H -4.078 -0.991 -1.274
H -6.215 -1.225 -4.547
H 1.551 -4.657 0.862
O 2.209 4.390 6.281
H -2.893 -1.105 2.310
H 2.173 3.153 -0.016
H 5.854 -3.706 -0.167
H -2.834 -1.956 -4.897
C 4.838 -3.584 -0.564
H -7.481 -1.378 -1.984
H -5.925 -0.168 0.283
H 4.336 -3.018 1.478
H 1.018 0.404 -0.594
H 3.417 2.459 -2.253
C 3.143 1.822 -1.404
C 1.882 2.388 -0.746
H -3.180 -1.813 -3.160
H 5.147 -0.834 0.094
P -1.454 1.016 1.340
H -4.532 -0.525 2.147
C 5.607 -1.164 -0.844
C 3.889 -3.565 0.643
C 1.009 1.347 -0.040
H 1.278 2.908 -1.499
H 0.705 2.702 4.636
H -1.020 0.985 2.658
H 3.719 -4.595 0.981
C -6.047 -1.029 -0.385
O 1.571 4.513 4.154
H -7.537 0.215 -1.286
H -0.950 -0.913 0.276
C 4.336 1.713 -0.460
H -2.296 -0.519 -3.999
H 4.643 -4.469 -1.178
H -4.518 -2.693 1.223
C -5.477 -1.026 -3.762
H 5.008 -0.070 -2.618
C -4.677 -1.654 -0.642
C 5.647 1.405 -1.179
H -6.644 -1.757 0.176
H -2.983 -2.478 0.413
C -3.148 0.508 0.875
H 1.692 -4.334 -0.883
H -0.987 1.770 -0.832
C 0.836 4.067 6.284
H -6.685 0.695 -3.346
O 2.637 -2.958 0.363
H 4.130 0.960 0.310
H -5.290 -1.980 -3.255
H -5.207 0.634 -2.423
O -4.297 -0.574 -4.405
H 3.758 -2.000 -1.537
H 6.487 1.552 -0.491
C 0.552 3.767 4.824
I -2.425 3.427 2.202
C -3.925 -1.970 0.653
C 5.749 0.018 -1.813
H 6.724 -0.048 -2.306
F 0.638 2.984 7.078
H 5.164 -2.560 -2.427
H 0.273 4.903 6.701
C 4.799 -2.320 -1.423
H -0.427 4.072 4.470
H 4.452 2.665 0.072
C -6.036 0.016 -2.786
H -3.052 0.376 -0.211
H -0.413 2.937 0.340
O -0.769 -0.517 1.140
O 3.631 5.215 4.736
H 0.655 -3.304 0.140
C 1.590 -3.865 0.104
C -3.100 -1.254 -4.098
```

Properties
* ΔE to the lowest compared entry with this formula, charge and spin: 0.0 kcal/mol
* DFT total energy: -2134.20585 Ha
* LUMO level: 0.1 eV
* maximum force: 1.09 eV/A

Atom charges from the Mulliken analysis, given in e for atoms 1 to 2:
1. C -0.895
2. C 0.639

=====

Record 2
Computed, not measured: a single C9H15NO3 molecule at a distorted geometry, with ωB97M-V/def2-TZVPD.

Geometry as XYZ:
```
28
C9H15NO3 | OMol25 | ωB97M-V/def2-TZVPD
H 2.113 1.285 -0.837
H -1.902 1.821 -0.104
H -1.844 -0.697 -1.704
H -2.016 1.672 -1.730
O -0.921 -2.162 0.525
H -1.967 -3.918 -0.146
C 2.256 1.449 1.874
H 2.743 2.358 1.668
H -0.028 1.002 -2.281
C -1.525 1.252 -0.946
C -0.064 1.505 -1.350
N 2.147 -1.336 -0.561
H 0.199 0.848 1.580
O 2.278 -2.319 0.080
C 1.110 -0.496 -0.523
H -2.218 -3.332 1.586
H 2.060 1.321 2.918
C -2.099 -3.057 0.444
H -3.017 -2.687 0.099
C -0.870 -1.048 0.067
H 2.855 0.661 1.529
C 1.087 1.006 -0.413
H 0.103 2.543 -1.451
C 0.904 1.426 1.042
C -1.857 -0.295 -0.738
H -2.887 -0.288 -0.197
O 2.851 -0.999 -1.541
H 0.510 2.484 1.113
```

Properties
* ΔE to the lowest compared entry with this formula, charge and spin: 262.9 kcal/mol
* DFT total energy: -632.04787 Ha
* LUMO level (spin up / spin down): 0.2 / -0.2 eV
* maximum force: 7.66 eV/A

Atom charges from the natural (NBO) analysis, given in e for atoms 1 to 2:
1. H 0.258
2. H 0.199

=====

Record 3
Computed, not measured: 3 unconnected molecules or ions with the total composition C33H65BClFNO6SSi at a distorted geometry, with ωB97M-V/def2-TZVPD.

Geometry as XYZ:
```
110
C33H65BClFNO6SSi | OMol25 | ωB97M-V/def2-TZVPD
H 9.234 0.339 -1.816
C -1.013 1.296 0.434
H -1.785 1.713 9.048
C -0.458 0.936 7.543
C -2.605 1.490 -4.946
C 1.949 -1.858 -4.553
H -3.790 -0.207 2.848
H 1.451 -2.643 -5.241
H -0.674 -2.742 -4.371
H -4.185 -0.935 -5.264
H -2.964 0.646 -0.354
C 0.222 -0.054 2.492
H -3.412 1.297 -5.767
H -5.041 -4.921 1.480
C 2.236 -2.388 -0.672
O -2.553 -0.638 1.216
H -1.432 3.481 0.930
H 10.087 2.570 -1.434
C -2.018 2.344 2.759
H 2.807 -1.377 -5.186
H 2.472 -2.404 -3.686
H -1.072 2.979 -3.093
C -4.462 0.797 -2.652
H -5.219 -2.679 3.158
H 1.920 -2.948 -1.650
C -4.759 -2.692 2.086
H -3.120 -2.764 -0.115
H 1.029 4.240 -3.394
O -0.374 -1.326 -0.690
C -0.098 2.330 -3.084
H -1.015 -2.766 0.863
H -2.319 -0.500 9.899
H 8.158 2.197 -0.003
H 0.859 3.847 -1.596
H 9.181 0.984 -3.471
H -3.605 -2.858 2.141
C -1.314 -0.054 -2.368
C 6.811 2.037 -1.673
C 2.571 2.734 -2.719
Cl 3.690 3.965 -1.861
H 0.539 2.052 1.845
H -0.291 0.301 3.470
H -2.636 2.584 -4.583
H -6.515 -3.769 1.175
C -2.129 -0.680 7.729
H -4.856 0.109 -1.819
H -4.278 1.849 -2.186
F 1.520 0.731 0.578
S -2.914 -1.959 -1.211
H 2.592 1.744 -2.135
H -5.054 -3.719 0.032
N -1.591 -0.830 -1.058
H -0.516 -3.528 -0.784
C -3.372 -1.359 -4.537
C -2.025 0.102 0.092
H -0.766 -1.136 9.330
C 0.272 1.039 1.321
H -2.529 -1.753 -5.209
H -5.314 -1.350 0.241
C -3.851 -0.214 1.679
C 1.193 -2.853 0.466
C -0.350 -2.623 -0.063
H -0.239 -1.068 2.223
C 0.983 -0.639 -4.110
H 2.202 -1.267 -0.930
H -5.996 -0.816 1.925
H 1.380 -2.427 1.514
H 7.756 3.765 -0.725
H 2.853 2.650 -3.829
O -0.729 1.980 -0.809
C 9.104 2.501 -1.904
H -3.906 -2.153 -3.903
H 1.331 -0.272 2.795
O -1.302 0.041 6.803
O -0.628 -2.518 -3.411
H 9.058 3.242 -2.710
Si -2.834 0.209 -3.491
H -2.256 1.804 5.167
H -1.594 1.197 -5.443
C 3.776 -2.850 -0.398
H 4.273 -2.049 0.260
C -0.396 1.179 -1.947
C -1.567 -0.421 9.112
C -0.987 0.966 8.962
H 3.820 -3.914 0.037
H -4.183 0.850 1.398
H 0.682 0.755 -1.766
H 1.295 -4.012 0.558
H -0.466 1.923 7.071
C -5.073 -1.260 1.363
H -2.991 2.520 0.706
H -5.299 0.926 -3.443
H 0.562 0.541 7.507
H -3.150 -0.293 7.638
C -5.363 -3.854 1.137
H 6.057 1.638 -0.989
H 6.321 2.724 -2.370
H 0.591 -0.159 -5.105
C -1.927 2.453 1.184
C 1.084 3.356 -2.629
H -0.217 1.203 9.699
H 1.646 0.159 -3.614
H -2.133 -1.741 7.470
C 8.807 1.121 -2.453
C 7.955 2.714 -0.947
O 7.381 0.967 -2.440
H 4.350 -2.855 -1.416
C -2.226 2.136 4.053
B -0.338 -1.077 -3.263
H 0.015 1.918 -4.144
```

Properties
* charge: +1
* DFT total energy: -3074.52688 Ha
* LUMO level: -2.9 eV
* maximum force: 7.13 eV/A

Atom charges from the Mulliken analysis, given in e for atoms 1 to 2:
1. H 0.276
2. C 0.708